No. 1
16
Properties=species:S:1:pos:R:3:nbo_charge:R:1 method="wB97M-V/def2-TZVPD" homo_energy_ev=-9.2 total_charge=0 orbital_gap_ev=10.3
C 1.471 -0.263 0.580 -0.49
C 0.978 1.395 0.604 -0.41
C 0.062 0.426 0.076 -0.02
C -1.193 -0.222 0.640 -0.40
C -1.054 -1.139 -0.604 -0.38
C -0.383 0.058 -1.331 -0.40
H 1.648 -0.695 1.586 0.21
H 2.408 -0.400 0.007 0.22
H 1.447 2.080 -0.109 0.22
H 0.743 1.854 1.566 0.22
H -2.121 0.372 0.574 0.21
H -1.087 -0.609 1.655 0.21
H -1.934 -1.613 -1.032 0.20
H -0.268 -1.863 -0.385 0.21
H -1.151 0.706 -1.788 0.21
H 0.433 -0.086 -2.040 0.21



No. 2
95
Properties=species:S:1:pos:R:3:lowdin_charge:R:1 method="wB97M-V/def2-TZVPD" homo_energy_ev=-11.3 total_charge=+1 orbital_gap_ev=8.2
Ti 1.414 0.455 0.042 1.02
O 4.510 -1.039 1.185 -0.23
S 3.860 -0.492 0.045 0.41
O 4.543 -0.474 -1.206 -0.24
O 3.260 0.907 0.370 -0.40
O 2.432 -1.119 -0.130 -0.45
O 1.594 2.484 1.248 -0.14
C 0.720 3.326 2.008 -0.19
C -0.070 4.270 1.122 -0.14
C -0.647 3.534 -0.089 -0.14
C -1.493 2.359 0.300 -0.26
C -2.851 2.548 0.537 0.01
C -3.664 1.477 0.852 -0.02
C -3.091 0.218 0.936 -0.02
C -1.736 0.109 0.712 -0.19
N -0.931 1.138 0.404 0.07
H 2.333 2.975 0.867 0.11
H 1.298 3.864 2.756 0.13
H 0.056 2.639 2.532 0.12
H 0.568 5.084 0.769 0.12
H -0.864 4.726 1.720 0.13
H 0.163 3.180 -0.713 0.06
H -1.244 4.223 -0.688 0.13
H -3.260 3.547 0.445 0.13
H -4.725 1.618 1.015 0.12
H -3.671 -0.669 1.154 0.12
H -1.261 -0.857 0.782 0.04
Cl 0.041 -3.119 1.062 0.78
C -1.416 -3.147 0.122 -0.68
C -2.474 -3.905 0.588 -0.10
C -3.663 -3.918 -0.126 -0.06
C -3.781 -3.171 -1.287 -0.06
C -2.708 -2.416 -1.742 -0.06
C -1.496 -2.392 -1.052 -0.39
P -0.063 -1.385 -1.622 1.12
C 1.040 -2.643 -2.339 -0.37
C 2.261 -2.217 -2.859 -0.10
C 3.118 -3.116 -3.468 -0.05
C 2.764 -4.455 -3.563 -0.06
C 1.549 -4.888 -3.053 -0.06
C 0.685 -3.985 -2.446 -0.08
C -0.744 -0.556 -3.097 -0.37
C -1.354 0.690 -2.967 -0.10
C -1.918 1.319 -4.069 -0.07
C -1.866 0.712 -5.316 -0.06
C -1.258 -0.530 -5.455 -0.06
C -0.703 -1.164 -4.352 -0.08
H -2.360 -4.482 1.496 0.11
H -4.494 -4.514 0.229 0.11
H -4.708 -3.180 -1.847 0.11
H -2.813 -1.842 -2.652 0.11
H 2.557 -1.181 -2.776 0.08
H 4.070 -2.772 -3.852 0.12
H 3.437 -5.162 -4.032 0.11
H 1.268 -5.930 -3.126 0.11
H -0.263 -4.337 -2.062 0.10
H -1.383 1.176 -2.003 0.08
H -2.394 2.286 -3.956 0.11
H -2.297 1.205 -6.178 0.11
H -1.214 -1.007 -6.426 0.11
H -0.228 -2.130 -4.472 0.11
N -3.498 -1.258 9.741 0.18
C -2.807 -1.089 8.839 -0.17
C -1.946 -0.873 7.701 -0.22
C -0.600 -1.218 7.761 0.00
C 0.221 -1.014 6.666 0.01
C -0.300 -0.455 5.510 -0.17
C -1.640 -0.098 5.446 0.00
C -2.462 -0.313 6.536 -0.01
N 0.547 -0.246 4.378 0.01
C 1.921 -0.091 4.379 0.00
C 2.284 0.067 3.090 -0.07
N 1.153 0.004 2.273 0.01
C 0.141 -0.181 3.097 -0.15
H -0.198 -1.657 8.664 0.13
H 1.257 -1.318 6.717 0.12
H -2.051 0.374 4.561 0.11
H -3.506 -0.033 6.494 0.13
H 2.512 -0.084 5.278 0.13
H 3.273 0.206 2.695 0.10
H -0.884 -0.325 2.821 0.11
C 3.765 2.825 -2.125 -0.14
Si 2.096 2.275 -2.710 0.38
C 2.240 1.244 -4.240 -0.13
C 1.031 3.760 -3.073 -0.15
O 1.354 1.386 -1.460 -0.41
H 4.256 3.363 -2.944 0.05
H 4.395 1.980 -1.850 0.02
H 3.710 3.514 -1.275 0.04
H 2.543 1.908 -5.057 0.05
H 1.295 0.778 -4.524 0.02
H 3.004 0.469 -4.150 0.04
H 1.380 4.207 -4.010 0.05
H 1.100 4.532 -2.302 0.04
H -0.019 3.491 -3.210 0.02